The following is a DFT calculation (ωB97M-V with the def2-TZVPD basis set) of a single C9H15NO2 molecule.

## Properties
HOMO level: -0.342 Ha
SMILES: CCC1(CC)C(=O)CCNC1=O
net charge: 0
multiplicity: 1
LUMO energy: 0.0218 hartree
F_max: 0.1005 Eh/bohr
ΔE to the lowest compared entry with this formula, charge and spin: 641.4 kJ/mol

Each line ends with the natural charge from an NBO analysis.
Positions of all 27 atoms, in Å:
C1 -1.475 0.178 -2.422  -0.62
C2 -1.335 -0.601 -1.151  -0.45
C3 -0.219 -0.378 -0.157  -0.21
C4 -0.463 -1.503 0.827  -0.44
C5 -1.903 -1.385 1.163  -0.68
C6 1.311 -0.625 -0.674  0.65
C7 2.384 0.404 0.080  -0.51
C8 1.778 0.917 1.581  -0.23
C9 -0.344 1.169 0.569  0.72
H1 -2.703 0.178 -2.677  0.22
H2 -1.022 1.309 -2.226  0.22
H3 -0.694 -0.313 -3.294  0.22
H4 -2.380 -0.561 -0.845  0.25
H5 -1.209 -1.735 -1.270  0.21
H6 -0.207 -2.534 0.353  0.21
H7 0.091 -1.565 1.710  0.21
H8 -2.492 -2.242 0.399  0.25
H9 -1.774 -1.548 2.373  0.21
H10 -2.118 -0.159 1.252  0.26
H11 2.530 1.557 -0.281  0.25
H12 3.327 0.030 0.185  0.21
H13 2.735 1.327 2.223  0.24
H14 1.344 -0.061 2.348  0.17
H15 0.307 2.409 1.891  0.40
N1 0.704 1.799 1.233  -0.67
O1 1.543 -1.340 -1.577  -0.51
O2 -1.426 1.622 0.369  -0.59